No. 1
Formula: C5H11ClN3O
Source: the Open Molecules 2025 dataset
Level of theory: wB97M-V/def2-TZVPD

The HOMO energy is -14.42 eV. The value obtained for the total energy is -24393.900 eV. As for the SMILES: [H]/N=[N+](/CCCCCl)C(N)=O.

```
! wB97M-V def2-TZVPD RIJCOSX def2/J DEFGRID3
* xyz 1 1
H 1.692 -2.537 1.671
N 1.039 -2.353 0.894
N 0.082 -1.592 1.054
C -0.680 -1.109 -0.109
C -0.555 0.396 -0.425
C 0.519 0.796 -1.446
C 1.999 0.819 -0.990
Cl 2.662 -0.663 -0.271
C -0.240 -0.913 2.402
N -1.339 -0.221 2.556
O 0.643 -1.017 3.228
H -1.775 -1.497 0.208
H -0.363 -1.896 -0.844
H -0.406 0.931 0.425
H -1.350 0.733 -0.965
H 0.374 0.104 -2.315
H 0.119 1.753 -1.598
H 2.033 1.745 -0.353
H 2.745 0.976 -1.918
H -2.050 -0.392 1.900
H -1.236 0.463 3.296
*
```

No. 2
Formula: C22H57N3NbO3
Source: the Open Molecules 2025 dataset
Level of theory: wB97M-V/def2-TZVPD

The HOMO energy is -4.60 eV. The value obtained for the total energy is -35891.594 eV.

```
! wB97M-V def2-TZVPD RIJCOSX def2/J DEFGRID3
* xyz -1 1
C -1.263 4.365 1.863
C -0.385 3.059 1.850
C -0.715 1.964 0.736
C 0.682 2.778 2.694
C 0.928 3.419 4.118
C 0.395 2.543 5.336
C -0.909 3.097 6.043
C -0.758 4.547 6.670
C -2.230 3.022 5.128
C -3.159 1.739 5.497
Nb -2.743 0.048 3.997
H -1.785 4.410 0.852
H -2.082 4.369 2.641
H -0.659 5.316 1.994
H -1.102 1.003 1.187
H -1.536 2.359 0.059
H 0.197 1.706 0.119
H 1.473 2.058 2.320
H 2.062 3.472 4.238
H 0.565 4.494 4.139
H 1.220 2.550 6.125
H 0.240 1.447 5.078
H -1.121 2.394 6.917
H 0.071 4.514 7.436
H -0.630 5.377 5.921
H -1.717 4.744 7.253
H -1.910 2.891 4.056
H -2.863 3.956 5.296
H -4.224 2.079 5.294
H -3.049 1.420 6.574
H -4.324 -0.759 4.391
H -3.534 1.027 2.660
H -1.137 0.762 3.541
H -1.899 -0.912 5.322
H -2.340 -1.336 2.860
C -0.553 0.796 -5.092
C -1.935 0.938 -4.465
C -2.339 2.398 -4.186
O -1.718 2.961 -3.040
C -0.412 3.464 -3.267
N -1.985 0.120 -3.245
H 0.253 0.952 -4.373
H -0.424 -0.211 -5.498
H -0.418 1.504 -5.915
H -2.658 0.530 -5.180
H -3.413 2.414 -3.975
H -2.186 3.036 -5.066
H -0.304 3.896 -4.266
H 0.327 2.675 -3.111
H -0.218 4.245 -2.530
H -2.933 0.139 -2.877
H -1.441 0.605 -2.532
C 1.188 -4.243 -4.629
C 0.288 -3.274 -3.869
C -0.756 -3.975 -2.980
O -1.869 -4.507 -3.691
C -1.645 -5.779 -4.268
N -0.344 -2.359 -4.826
H 0.681 -4.710 -5.475
H 2.058 -3.717 -5.031
H 1.556 -5.035 -3.970
H 0.934 -2.684 -3.210
H -1.174 -3.227 -2.300
H -0.295 -4.745 -2.349
H -0.990 -6.402 -3.652
H -1.231 -5.672 -5.274
H -2.611 -6.281 -4.362
H -0.870 -1.658 -4.304
H -1.067 -2.886 -5.315
C 5.199 -2.536 0.987
C 5.002 -2.420 -0.521
C 3.536 -2.174 -0.931
O 2.712 -3.331 -0.877
C 2.201 -3.630 0.414
N 5.551 -3.618 -1.167
H 4.857 -3.493 1.382
H 6.260 -2.450 1.237
H 4.669 -1.739 1.514
H 5.583 -1.554 -0.857
H 3.530 -1.861 -1.980
H 3.090 -1.353 -0.358
H 1.985 -2.727 0.991
H 2.897 -4.272 0.957
H 1.272 -4.188 0.286
H 5.501 -3.497 -2.177
H 4.902 -4.383 -0.986
*
```

No. 3
Formula: C44H124N6O30P2S12
Source: the Open Molecules 2025 dataset
Level of theory: wB97M-V/def2-TZVPD

The HOMO energy is -8.71 eV. The value obtained for the total energy is -266599.564 eV.

```
! wB97M-V def2-TZVPD RIJCOSX def2/J DEFGRID3
* xyz 0 1
O 5.689 -4.807 -1.686
S 5.229 -4.009 -2.783
O 4.503 -4.632 -3.801
O 4.301 -2.849 -2.314
C 4.721 -1.831 -1.397
C 4.727 -2.248 0.021
C 6.711 -3.203 -3.385
H 3.978 -1.070 -1.586
H 5.825 -1.667 -1.560
H 5.449 -3.052 0.238
H 3.715 -2.540 0.352
H 4.965 -1.381 0.572
H 7.378 -3.836 -3.941
H 7.309 -2.889 -2.478
H 6.391 -2.370 -3.969
O -3.613 5.909 3.461
S -2.570 6.729 2.932
O -1.826 7.610 3.751
O -1.630 5.853 1.990
C -0.206 6.166 1.956
C 0.296 5.659 0.561
C -3.311 7.774 1.658
H 0.381 5.744 2.823
H -0.011 7.215 2.085
H 1.336 5.568 0.685
H 0.067 6.326 -0.267
H -0.123 4.661 0.431
H -2.481 8.297 1.239
H -3.961 8.508 2.098
H -3.841 7.143 0.917
O 7.920 -0.081 0.418
S 8.148 0.306 -0.992
O 8.520 -0.658 -1.981
O 6.847 1.043 -1.530
C 5.964 1.615 -0.496
C 5.073 2.571 -1.182
C 9.350 1.645 -1.052
H 6.546 1.999 0.376
H 5.372 0.798 -0.172
H 4.667 2.068 -2.078
H 5.500 3.540 -1.439
H 4.225 2.757 -0.487
H 8.874 2.494 -0.606
H 9.573 1.861 -2.124
H 10.296 1.385 -0.503
O 3.842 3.766 1.817
S 3.912 2.573 2.558
O 3.599 1.324 1.907
O 5.368 2.540 3.168
C 5.632 1.358 4.018
C 6.839 1.827 4.742
C 2.817 2.721 3.922
H 5.838 0.598 3.292
H 4.778 1.263 4.712
H 7.590 2.144 3.994
H 7.353 1.041 5.256
H 6.706 2.784 5.294
H 2.718 1.806 4.531
H 1.876 2.907 3.440
H 3.206 3.548 4.584
O 0.562 2.061 -3.900
S 0.747 1.598 -5.260
O 2.102 1.505 -5.732
O -0.083 0.332 -5.632
C 0.036 -0.828 -4.783
C -0.927 -1.814 -5.210
C -0.116 2.769 -6.316
H -0.089 -0.484 -3.796
H 1.119 -1.136 -4.850
H -1.929 -1.343 -5.072
H -0.827 -2.664 -4.551
H -0.807 -2.150 -6.227
H -0.216 2.238 -7.281
H 0.591 3.594 -6.456
H -1.026 3.166 -5.948
O -0.133 3.835 7.741
S -0.334 3.734 6.348
O 0.784 3.954 5.489
O -1.001 2.347 6.085
C -1.010 1.888 4.752
C -1.957 0.688 4.749
C -1.616 4.791 5.710
H 0.038 1.550 4.483
H -1.400 2.646 4.024
H -2.996 0.969 4.668
H -1.754 0.075 5.606
H -1.834 0.072 3.867
H -1.270 5.787 5.490
H -2.477 4.851 6.438
H -1.998 4.395 4.758
O 0.268 7.388 -4.298
S -0.124 6.069 -4.721
O -0.878 5.740 -5.880
O 1.278 5.284 -4.948
C 2.226 5.380 -3.803
C 3.476 4.571 -4.184
C -0.853 5.298 -3.351
H 1.739 4.901 -2.955
H 2.376 6.440 -3.554
H 4.169 4.623 -3.352
H 4.012 5.111 -5.026
H 3.194 3.570 -4.375
H -0.321 5.567 -2.471
H -1.081 4.242 -3.407
H -1.858 5.783 -3.330
O -2.440 3.269 0.462
S -2.023 2.028 1.054
O -0.758 1.889 1.675
O -3.167 1.677 2.095
C -4.566 2.052 1.668
C -5.303 1.998 2.920
C -2.271 0.699 -0.168
H -4.959 1.307 0.994
H -4.446 3.060 1.258
H -5.075 1.120 3.464
H -6.388 1.848 2.747
H -5.242 2.822 3.607
H -3.362 0.750 -0.463
H -2.097 -0.274 0.277
H -1.584 0.970 -1.001
O -0.454 -6.229 1.569
P 0.634 -6.355 0.563
N 0.370 -7.613 -0.506
C -0.141 -8.867 -0.069
C 0.287 -7.593 -1.973
N 2.154 -6.458 1.223
C 3.219 -7.277 0.580
C 2.543 -5.649 2.288
N 0.658 -4.846 -0.262
C -0.575 -4.490 -0.893
C 1.832 -4.461 -1.095
H -0.156 -8.896 1.037
H 0.372 -9.690 -0.609
H -1.208 -9.025 -0.326
H 0.695 -6.658 -2.281
H -0.750 -7.693 -2.294
H 0.821 -8.468 -2.382
H 2.664 -7.863 -0.226
H 4.067 -6.775 0.062
H 3.629 -7.978 1.303
H 1.776 -5.365 2.963
H 3.217 -6.248 2.882
H 3.116 -4.743 2.029
H -0.679 -3.430 -0.986
H -0.532 -4.849 -1.982
H -1.445 -4.890 -0.424
H 2.798 -4.784 -0.614
H 1.947 -3.422 -1.307
H 1.808 -4.951 -2.051
O -5.465 0.439 -1.124
P -5.627 -1.049 -1.295
N -6.367 -1.343 -2.745
C -7.492 -0.461 -2.992
C -6.300 -2.628 -3.368
N -6.502 -1.874 -0.127
C -6.753 -3.336 -0.120
C -6.441 -1.270 1.210
N -4.160 -1.884 -1.439
C -3.183 -1.399 -2.495
C -3.665 -2.688 -0.343
H -8.300 -0.478 -2.280
H -7.931 -0.576 -3.945
H -7.159 0.555 -3.028
H -7.086 -3.230 -3.136
H -5.474 -3.213 -3.001
H -6.130 -2.586 -4.476
H -6.226 -3.849 0.665
H -7.830 -3.389 0.057
H -6.473 -3.741 -1.091
H -5.606 -1.701 1.872
H -6.250 -0.203 1.215
H -7.399 -1.482 1.707
H -2.265 -1.182 -2.012
H -3.126 -2.119 -3.319
H -3.594 -0.439 -2.817
H -4.391 -2.617 0.497
H -2.696 -2.317 0.094
H -3.485 -3.783 -0.552
C -5.202 2.911 -3.383
S -4.099 3.970 -4.368
O -2.842 3.174 -4.662
C -4.983 3.851 -5.953
H -5.319 1.889 -3.821
H -6.202 3.497 -3.345
H -4.918 2.816 -2.382
H -5.996 4.297 -5.952
H -5.178 2.937 -6.460
H -4.471 4.598 -6.578
C 1.162 -1.038 0.775
S 1.391 -0.500 -0.861
O 0.142 -0.866 -1.630
C 1.430 1.242 -0.711
H 2.051 -0.693 1.358
H 0.988 -2.121 0.709
H 0.226 -0.548 1.116
H 1.222 1.673 -1.673
H 2.514 1.452 -0.446
H 0.636 1.614 0.009
C 0.522 -2.124 6.337
S 1.246 -1.300 4.855
O 2.333 -0.483 5.335
C 1.797 -2.859 4.172
H -0.041 -1.407 6.938
H 1.390 -2.525 6.878
H -0.059 -3.015 6.043
H 2.140 -2.797 3.106
H 0.893 -3.437 4.063
H 2.555 -3.367 4.788
C -3.068 -4.463 2.487
S -1.881 -3.240 3.096
O -2.441 -1.914 2.693
C -2.392 -3.363 4.845
H -4.047 -4.148 2.808
H -2.755 -5.469 2.793
H -2.978 -4.386 1.403
H -3.471 -3.497 4.904
H -1.997 -2.571 5.456
H -2.057 -4.304 5.312
*
```

No. 4
Formula: C7H18
Source: the Open Molecules 2025 dataset
Level of theory: wB97M-V/def2-TZVPD

The HOMO energy is -11.07 eV. The value obtained for the total energy is -7550.674 eV. As for the SMILES: CC(C)C.CCC.

```
! wB97M-V def2-TZVPD RIJCOSX def2/J DEFGRID3
* xyz 0 1
C 0.391 -1.034 0.532
C -0.003 -1.753 -0.787
C 1.241 -2.413 -1.374
C -1.119 -2.730 -0.368
H 0.618 -1.803 1.280
H -0.458 -0.521 0.966
H 1.266 -0.398 0.390
H -0.384 -0.959 -1.437
H 0.991 -2.986 -2.268
H 1.958 -1.635 -1.592
H 1.707 -3.096 -0.658
H -1.423 -3.392 -1.189
H -0.813 -3.353 0.468
H -2.043 -2.189 -0.165
C 0.434 2.741 -0.541
C 0.227 2.868 0.976
C -1.072 2.166 1.397
H -0.508 3.004 -1.027
H 0.610 1.700 -0.827
H 1.275 3.341 -0.879
H 1.087 2.385 1.452
H 0.265 3.922 1.258
H -1.975 2.730 1.112
H -1.024 1.248 0.813
H -1.247 2.156 2.468
*
```